A structure of composition Cl2H2O2P2 in a non-equilibrium geometry, computed with the ωB97M-V functional and the def2-TZVPD basis.

The calculation puts the HOMO-LUMO gap at 10.705 eV. As for the spin multiplicity: 1.

Geometry (Å):
O: -1.56 -1.53 0.36
O: 0.19 0.15 -0.82
P: -0.68 1.59 -0.34
P: -0.04 -1.13 0.03
Cl: 0.87 -0.71 1.76
Cl: 0.92 -2.51 -0.91
H: 0.31 2.20 -0.97
H: 0.00 1.94 0.89